88
Properties=species:S:1:pos:R:3:lowdin_charge:R:1 method="wB97M-V/def2-TZVPD" homo_lumo_gap_ha=0.260 total_charge=-1 largest_force_ha_per_bohr=0.1180 homo_ev=-7.26 multiplicity=1 e_tot_ha=-14619.38710
Na 3.83449 -0.04963 -2.66568 0.87
C 7.77260 1.18174 -5.65391 -0.68
F 6.59202 1.66504 -5.34442 0.13
F 7.59742 0.40596 -6.72120 0.14
F 8.58284 2.17397 -5.94249 0.15
S 8.58950 0.22972 -4.10970 0.69
O 9.92282 -0.11987 -4.56837 -0.30
O 8.64860 1.15705 -2.99230 -0.32
N 7.37940 -0.98822 -3.78298 -0.33
S 8.16459 -2.29228 -3.62830 0.53
O 8.22800 -2.98642 -4.90806 -0.31
O 9.45027 -2.14329 -2.90978 -0.32
C 7.01134 -3.28712 -2.59003 -0.66
F 7.51578 -4.54831 -2.42840 0.11
F 6.89190 -2.78925 -1.35979 0.12
F 5.78674 -3.26060 -3.10456 0.12
C -0.28165 0.07492 -5.16606 -0.62
F 1.04481 0.24969 -5.38046 0.09
F -0.64122 1.03987 -4.31901 0.11
F -1.01826 0.25492 -6.27021 0.14
S -0.60768 -1.67288 -4.31550 0.69
O -2.08112 -1.75667 -4.19766 -0.33
O -0.05524 -2.64490 -5.22406 -0.30
N 0.28054 -1.46529 -2.82066 -0.33
S -0.78460 -1.83363 -1.78283 0.56
O -1.82388 -0.86681 -1.51104 -0.32
O -1.17751 -3.29371 -1.93369 -0.35
C 0.31020 -1.67040 -0.14578 -0.67
F 0.61665 -0.39897 0.04244 0.13
F -0.42780 -2.18615 0.86043 0.12
F 1.43175 -2.33361 -0.25338 0.14
O 3.85869 4.65232 -1.70624 -0.32
S 3.41247 5.84674 -0.98697 0.70
O 4.00334 6.10838 0.34327 -0.30
O 3.67497 7.18338 -1.97078 -0.28
C 3.56036 7.12047 -3.36264 -0.33
C 4.88566 7.38380 -4.00973 -0.07
C 1.55643 5.91072 -1.01725 -0.09
H 2.91570 7.94044 -3.67909 0.12
H 3.16665 6.15416 -3.67784 0.11
H 5.17100 8.41858 -3.82021 0.08
H 4.60597 7.49217 -5.05765 0.08
H 5.65793 6.66970 -3.72380 0.09
H 1.27677 5.08322 -0.36524 0.07
H 1.25386 5.80668 -2.05923 0.06
H 1.26590 6.91376 -0.70482 0.07
O -0.55997 1.20875 9.63125 -0.29
S 0.67808 0.57802 10.07798 0.67
O 0.65285 -0.83237 10.46061 -0.30
O 1.79212 0.71982 8.86105 -0.25
C 1.68247 1.70951 7.96675 -0.34
C 2.74114 1.31527 6.90589 -0.06
C 1.36844 1.40562 11.52225 -0.12
H 2.03446 2.60379 8.48100 0.12
H 0.74572 1.81475 7.41943 0.12
H 2.53084 0.33416 6.48014 0.08
H 3.73496 1.28684 7.35267 0.07
H 2.81534 2.04848 6.10276 0.08
H 1.18811 2.47749 11.44051 0.06
H 2.40066 1.13077 11.73923 0.08
H 0.62737 1.23009 12.30205 0.07
C -5.72357 3.02253 1.05198 -1.49
Br -4.18255 2.94990 2.35031 0.49
Br -5.86013 4.92527 0.48289 0.48
Br -7.44608 2.28099 1.66145 0.55
H -5.30405 2.53776 0.17045 -0.03
C -8.40694 -2.39139 -2.87703 -0.19
C -7.89254 -3.22057 -4.09101 -0.17
O -8.99335 -4.00554 -4.54119 -0.20
S -9.82172 -4.42935 -3.18400 0.71
O -9.11230 -5.44728 -2.43852 -0.24
O -11.22006 -4.64729 -3.52114 -0.24
O -9.65311 -2.90388 -2.58161 -0.20
H -8.51737 -1.31785 -3.03011 0.14
H -7.82328 -2.62852 -1.98754 0.13
H -7.05767 -3.86624 -3.81856 0.13
H -7.58048 -2.57551 -4.91236 0.13
C -7.10984 -6.12123 3.16553 -0.18
C -5.67155 -6.64526 2.90197 -0.20
O -4.77532 -5.64538 3.26800 -0.19
S -5.57006 -4.22158 3.63921 0.70
O -5.73197 -3.44657 2.45367 -0.23
O -5.00875 -3.58049 4.80942 -0.23
O -7.00825 -4.93423 3.91227 -0.19
H -7.75605 -6.78204 3.74332 0.13
H -7.38250 -6.09192 2.11059 0.13
H -5.43492 -6.91159 1.87184 0.13
H -5.40720 -7.46317 3.57224 0.13

=====

57
Properties=species:S:1:pos:R:3:lowdin_charge:R:1 method="wB97M-V/def2-TZVPD" homo_lumo_gap_ha=0.363 total_charge=0 largest_force_ha_per_bohr=0.0351 relative_energy_ev=0.000 homo_ev=-9.41 multiplicity=1 e_tot_ha=-9468.80521
C -12.71664 -26.23815 16.00486 -0.02
C -12.96484 -25.41706 14.77948 -0.53
O -12.92467 -25.89761 13.66434 0.05
N -13.22929 -24.10345 15.00759 0.01
C -13.07006 -23.11087 14.00408 -0.09
H -12.60582 -25.63943 16.91221 0.03
H -11.77443 -26.77265 15.86788 0.06
H -13.49587 -26.97936 16.18219 0.09
H -13.18694 -23.82032 15.96965 0.13
H -12.94788 -22.11957 14.43886 0.09
H -13.92013 -23.04181 13.31623 0.09
H -12.20661 -23.28464 13.36731 0.08
C -14.73292 -30.62258 16.40404 0.01
C -13.54479 -29.75703 16.04541 -0.53
O -12.82240 -29.22382 16.87014 -0.03
N -13.32192 -29.65754 14.71793 0.02
C -12.22846 -28.91290 14.17638 -0.08
H -14.45960 -31.67611 16.38982 0.09
H -15.52865 -30.39609 15.69289 0.08
H -15.08501 -30.40043 17.40694 0.08
H -13.86947 -30.19018 14.06941 0.13
H -12.55605 -28.12607 13.49467 0.07
H -11.52330 -29.57387 13.66396 0.09
H -11.66767 -28.42089 14.96675 0.05
C -7.86844 -27.69629 12.30203 -0.05
C -8.93647 -26.64745 12.51646 -0.17
O -8.58202 -25.84485 13.66525 0.04
C -8.84967 -26.36823 14.84807 -0.39
O -9.41121 -27.40709 15.06608 0.13
C -8.36041 -25.46308 15.99608 -0.55
F -9.40494 -24.92457 16.63560 0.12
F -7.68249 -26.19878 16.89443 0.15
F -7.55589 -24.51009 15.57606 0.19
H -6.89768 -27.26163 12.05929 0.08
H -8.13287 -28.38921 11.50444 0.09
H -7.77166 -28.26252 13.22975 0.08
H -9.87847 -27.14451 12.75398 0.12
H -9.11079 -25.97662 11.68717 0.10
C -5.61300 -24.17207 10.21089 -0.05
C -6.23888 -24.95850 9.08515 -0.19
O -7.66613 -24.90983 9.18238 0.04
C -8.24495 -23.81862 8.80815 -0.45
O -7.81718 -23.01221 8.05025 0.18
C -9.68094 -23.72405 9.34799 -0.54
F -10.10058 -24.92679 9.80650 0.14
F -9.73593 -22.84167 10.33148 0.19
F -10.49543 -23.33207 8.37181 0.18
H -5.76912 -23.10970 10.00095 0.09
H -4.54011 -24.34083 10.25052 0.09
H -6.09368 -24.40259 11.15886 0.08
H -5.98645 -26.01405 9.15677 0.12
H -5.93307 -24.59789 8.10397 0.13
C -11.53764 -27.58305 18.94193 -1.65
Br -10.07001 -28.65497 18.37999 0.64
Br -11.02895 -25.74520 19.18129 0.62
Br -12.38580 -28.29733 20.50741 0.59
H -12.24857 -27.60907 18.13209 -0.09

=====

44
Properties=species:S:1:pos:R:3:lowdin_charge:R:1 method="wB97M-V/def2-TZVPD" homo_lumo_gap_ha=0.335 total_charge=+1 smiles=CC[C@H](C)[NH2+]CCOCCOc1ccc(Br)cc1C largest_force_ha_per_bohr=0.0143 relative_energy_ev=0.158 homo_ev=-11.50 multiplicity=1 e_tot_ha=-3365.58373
C 3.16145 1.48172 4.78517 -0.07
C 2.46193 1.39306 3.43251 -0.20
C 3.29832 0.64082 2.39406 -0.33
C 4.52637 1.41898 1.95526 -0.02
N 2.41759 0.37156 1.21004 0.07
C 2.93995 -0.52488 0.15128 -0.08
C 3.31445 -1.89500 0.75602 -0.17
O 2.42447 -2.27787 1.76998 -0.14
C 1.19579 -2.87412 1.37138 -0.15
C 0.03713 -2.11082 2.02426 -0.13
O -0.05778 -0.77279 1.55852 -0.12
C -0.79995 -0.49554 0.41325 -0.21
C -1.24924 -1.46896 -0.46848 -0.01
C -1.94998 -1.11345 -1.60734 -0.11
C -2.19902 0.22329 -1.86502 -0.67
Br -3.13828 0.72919 -3.44110 0.76
C -1.77105 1.19762 -0.97825 -0.08
C -1.07309 0.85677 0.16974 -0.20
C -0.65660 1.93550 1.12675 -0.03
H 3.42906 0.49183 5.14481 0.09
H 2.49647 1.93914 5.51155 0.08
H 4.06046 2.08750 4.72991 0.07
H 2.24130 2.40103 3.07468 0.12
H 1.51619 0.86451 3.57376 0.11
H 3.58284 -0.32823 2.80943 0.15
H 5.13545 0.85515 1.25443 0.08
H 4.24535 2.36678 1.50003 0.10
H 5.14697 1.63488 2.81877 0.09
H 2.16419 1.27384 0.79454 0.17
H 1.52093 -0.07329 1.54729 0.12
H 2.14849 -0.63993 -0.59378 0.14
H 3.81023 -0.08522 -0.33478 0.13
H 4.29531 -1.84328 1.23436 0.13
H 3.37024 -2.63859 -0.04661 0.14
H 1.17771 -3.90895 1.72903 0.14
H 1.10509 -2.87553 0.28160 0.12
H -0.90590 -2.64295 1.88656 0.14
H 0.24009 -2.02376 3.09500 0.14
H -1.07379 -2.51604 -0.28272 0.11
H -2.29829 -1.87487 -2.28600 0.11
H -1.99166 2.23533 -1.17413 0.12
H 0.19245 2.49942 0.73777 0.08
H -0.40822 1.52303 2.09995 0.07
H -1.47399 2.64107 1.25386 0.10

=====

59
Properties=species:S:1:pos:R:3:lowdin_charge:R:1 method="wB97M-V/def2-TZVPD" homo_lumo_gap_ha=0.365 total_charge=0 smiles=CC[C@@H](F)COCCOCCCCF.ClC(Cl)Cl.ClC(Cl)Cl.ClC(Cl)Cl.ClC(Cl)Cl.ClC(Cl)Cl largest_force_ha_per_bohr=0.0260 homo_ev=-9.52 multiplicity=1 e_tot_ha=-7839.56803
C 2.34619 -2.56345 -0.08086 -0.13
C 2.42738 -1.13122 -0.61376 -0.18
C 1.54522 -0.23634 0.26578 -0.32
F 1.75507 -0.55444 1.60798 -0.02
C 1.82357 1.22494 0.00834 -0.17
O 0.69616 2.06988 0.05654 -0.12
C 0.12010 2.19153 1.35421 -0.20
C -1.17952 1.44033 1.54567 -0.20
O -2.30406 2.02219 0.92210 -0.12
C -2.36108 1.89394 -0.48714 -0.21
C -2.50290 0.47705 -1.00369 -0.16
C -3.69079 -0.30172 -0.38725 -0.18
C -3.17428 -1.46707 0.40291 -0.26
F -4.21056 -2.18164 0.98284 -0.05
H 1.35402 -2.73318 0.30427 0.01
H 2.54157 -3.27308 -0.87677 0.08
H 3.04117 -2.70185 0.73335 0.03
H 3.43842 -0.73706 -0.60478 0.09
H 1.97654 -1.09829 -1.59849 0.11
H 0.51470 -0.47071 0.00848 0.13
H 2.62540 1.57872 0.65794 0.14
H 2.20660 1.29051 -1.00137 0.07
H 0.82501 1.77509 2.07254 0.11
H 0.00026 3.22868 1.63934 0.10
H -1.01784 0.39733 1.28638 0.09
H -1.39040 1.45587 2.60807 0.11
H -1.52898 2.38477 -0.98558 0.12
H -3.25284 2.43105 -0.79489 0.11
H -1.59783 -0.09609 -0.82744 0.09
H -2.64182 0.52973 -2.07842 0.10
H -4.30880 0.35119 0.21689 0.12
H -4.25364 -0.71356 -1.21423 0.05
H -2.52672 -1.13448 1.21143 0.08
H -2.58113 -2.10785 -0.24663 0.11
Cl -0.76687 -3.29059 1.98026 0.58
C -0.26011 -4.92069 2.42683 -1.52
Cl -1.19421 -6.12972 1.54641 0.53
Cl 1.47103 -5.12923 2.14034 0.55
H -0.44683 -5.05450 3.48356 0.01
Cl 5.82727 -3.34197 0.53432 0.55
C 6.77320 -2.27103 -0.49865 -1.54
Cl 5.96449 -2.03520 -2.04790 0.51
Cl 7.05722 -0.72214 0.29886 0.53
H 7.73195 -2.73565 -0.68449 0.01
Cl 4.04681 1.95830 -2.85607 0.56
C 4.72390 1.13867 -4.26364 -1.54
Cl 6.46461 0.92889 -4.07817 0.52
Cl 3.92076 -0.41386 -4.51716 0.51
H 4.54932 1.75318 -5.13617 0.01
Cl -2.87668 4.35942 5.20080 0.53
C -1.54844 4.52753 4.05386 -1.55
Cl -0.94150 6.18379 4.03054 0.53
Cl -0.24985 3.39103 4.42812 0.57
H -1.92502 4.29064 3.06554 0.01
Cl -7.46843 0.18927 -1.49104 0.54
C -6.68769 0.86811 -2.91802 -1.54
Cl -5.98633 2.44746 -2.55768 0.53
Cl -5.45444 -0.23148 -3.53890 0.55
H -7.43831 0.99897 -3.68531 0.01

=====

46
Properties=species:S:1:pos:R:3:lowdin_charge:R:1 method="wB97M-V/def2-TZVPD" homo_lumo_gap_ha="0.255 / 0.254" total_charge=+1 largest_force_ha_per_bohr=0.0099 homo_ev="-10.95 / -10.95" multiplicity=1 e_tot_ha=-2526.78635
Co 0.48715 0.43164 0.66713 0.53
N -1.23947 1.40028 0.97082 0.02
C -1.35290 1.42829 2.45107 -0.18
C -0.12705 0.78283 3.09537 -0.19
C 0.03243 -0.72741 2.82923 -0.17
C 1.49431 -1.13823 2.62765 -0.16
N 1.96275 -0.68679 1.27976 0.01
H -1.42786 2.30416 0.56089 0.09
H -1.87707 0.71491 0.53425 0.08
H -2.26162 0.91644 2.76914 0.14
H -1.42633 2.46349 2.78011 0.13
H -0.16166 0.96106 4.17075 0.14
H 0.77627 1.32897 2.75692 0.11
H -0.56930 -1.05558 1.96301 0.11
H -0.38477 -1.30030 3.65682 0.14
H 1.60850 -2.21629 2.72230 0.13
H 2.11960 -0.66981 3.38686 0.13
H 1.94164 -1.45865 0.61621 0.12
H 2.91753 -0.34493 1.29972 0.12
I -1.69507 -5.71777 -5.32502 0.91
C -1.48127 -4.26036 -3.85058 -0.73
C -2.59795 -3.81842 -3.15334 -0.13
C -2.45106 -2.84976 -2.17538 -0.01
C -1.19469 -2.32357 -1.89111 -0.14
C -0.08258 -2.77190 -2.59802 -0.02
C -0.22291 -3.74039 -3.57811 -0.14
C -1.08328 -1.28178 -0.83132 -0.50
O -2.07959 -0.85857 -0.25529 0.04
O 0.14816 -0.90227 -0.57022 -0.10
H -3.57450 -4.22690 -3.37263 0.10
H -3.30856 -2.49170 -1.62281 0.12
H 0.89386 -2.35788 -2.38868 0.11
H 0.64046 -4.08705 -4.12876 0.10
C 1.59392 3.45581 0.87660 -0.07
C 1.44842 2.92813 -0.54979 -0.46
C 0.24064 3.52034 -1.27129 -0.06
C 1.53316 1.41483 -0.64140 -0.08
H 1.68220 4.54223 0.87862 0.09
H 2.48322 3.05352 1.36818 0.08
H 0.71735 3.21730 1.48980 0.05
H 2.33372 3.27550 -1.09988 0.14
H -0.70459 3.23124 -0.81868 0.05
H 0.21190 3.19336 -2.31105 0.09
H 0.28316 4.60961 -1.26449 0.09
H 2.54983 1.07023 -0.44432 0.08
H 1.20391 1.04213 -1.60901 0.09